Record 1
{"formula": "C24H18MnN4O2S", "method": "ωB97M-V with the def2-TZVPD basis set", "symbols": ["Mn", "O", "C", "C", "C", "C", "C", "C", "C", "N", "N", "C", "O", "C", "C", "C", "C", "C", "C", "H", "H", "H", "H", "H", "H", "H", "H", "H", "H", "S", "C", "C", "C", "N", "C", "C", "C", "C", "C", "N", "C", "C", "H", "H", "H", "H", "H", "H", "H", "H"], "coordinates": [[0.00805, 0.30294, -0.10628], [0.11214, -0.32857, -1.78749], [0.33737, -1.51692, -2.30073], [0.31559, -1.69503, -3.68806], [0.56986, -2.93059, -4.24812], [0.85465, -4.02837, -3.43641], [0.87194, -3.88029, -2.06895], [0.60776, -2.63994, -1.46326], [0.57293, -2.54005, -0.04182], [0.29690, -1.44362, 0.59372], [0.22333, -1.52748, 1.96536], [-0.12856, -0.37321, 2.45456], [-0.33217, 0.65185, 1.64660], [-0.28136, -0.17914, 3.89794], [-0.22485, 1.11673, 4.41098], [-0.34789, 1.33180, 5.77282], [-0.54466, 0.25714, 6.62877], [-0.62065, -1.03227, 6.11896], [-0.48561, -1.25448, 4.75969], [0.10293, -0.83190, -4.30596], [0.54507, -3.04119, -5.32468], [1.05894, -4.99361, -3.88097], [1.08997, -4.72983, -1.43138], [0.74759, -3.42744, 0.55969], [-0.08152, 1.94119, 3.72623], [-0.29604, 2.33800, 6.16878], [-0.63966, 0.42547, 7.69409], [-0.79448, -1.86521, 6.78812], [-0.53782, -2.25242, 4.34578], [0.91549, 6.53025, -1.87007], [0.65646, 4.83909, -1.38269], [-0.31123, 4.05649, -2.00153], [-0.47071, 2.74672, -1.60452], [0.26095, 2.17965, -0.63385], [1.18282, 2.94424, -0.02896], [1.41046, 4.25963, -0.36783], [2.12090, 6.20616, -3.16304], [3.47512, 6.18093, -2.86925], [4.36078, 5.91511, -3.90475], [3.97768, 5.68870, -5.15667], [2.67660, 5.72305, -5.42363], [1.70521, 5.97917, -4.46562], [-0.93195, 4.47257, -2.78264], [-1.19982, 2.10104, -2.07478], [1.74846, 2.46051, 0.75656], [2.16351, 4.83727, 0.14956], [3.82877, 6.36694, -1.86456], [5.42933, 5.88468, -3.72164], [2.39791, 5.53890, -6.45550], [0.65605, 6.00491, -4.72588]], "forces_ev_per_angstrom": [[0.7484, -1.0172, 0.3402], [-0.1461, 0.2507, -1.7073], [0.1522, -0.4724, 0.7274], [0.0734, -0.0557, -0.1934], [-0.0610, 0.2130, 0.1247], [0.0656, -0.2245, -0.0550], [-0.0263, 0.1207, 0.1353], [-0.1082, 0.1705, -0.9216], [-0.0845, 0.3677, 0.7411], [-0.2048, -0.7788, -0.7761], [-0.1492, -0.0475, 1.2097], [0.2203, -0.4288, -1.3997], [-0.1900, 0.8357, 1.7262], [-0.0708, 0.2321, 0.3772], [-0.0171, -0.1186, -0.0886], [-0.0083, -0.0018, 0.0657], [0.0082, 0.0328, 0.0110], [-0.0235, -0.0218, 0.0714], [0.0593, 0.0044, -0.1200], [-0.0079, -0.0006, 0.0156], [0.0163, -0.0236, -0.0027], [-0.0034, 0.0095, 0.0147], [-0.0233, -0.0134, -0.0099], [0.0708, -0.0324, 0.0156], [-0.0177, 0.0067, 0.0046], [0.0072, -0.0059, -0.0034], [-0.0222, -0.0100, -0.0082], [0.0284, -0.0113, -0.0150], [0.0035, 0.0028, 0.0158], [0.1499, 0.0311, -0.1358], [-0.0888, -0.3192, 0.0970], [0.1243, 0.3295, -0.0245], [0.0295, -0.3598, 0.0447], [-0.2837, 1.3688, -0.3613], [-0.1207, -0.3343, 0.0978], [-0.0132, 0.2963, -0.1266], [-0.1755, 0.0487, 0.1711], [-0.0053, 0.0041, -0.0705], [-0.0036, 0.0131, 0.0283], [0.0784, -0.0234, -0.0796], [-0.0308, 0.0072, 0.0028], [0.0729, 0.0104, -0.0063], [-0.0156, -0.0444, -0.0066], [-0.0021, -0.0032, -0.0257], [0.0132, 0.0339, 0.0395], [0.0157, -0.0427, 0.0196], [0.0124, -0.0049, -0.0044], [-0.0206, 0.0050, 0.0339], [-0.0319, 0.0044, 0.0245], [0.0061, -0.0030, -0.0134]], "total_charge": 0, "spin_multiplicity": 2, "orbital_gap_ev": [7.1872, 6.9102], "homo_energy_ev": [-7.55, -7.31], "molar_mass_g_mol": 481.4, "total_energy_ha": -2844.02959}

---

Record 2
{"formula": "C5H6FNO", "method": "ωB97M-V with the def2-TZVPD basis set", "symbols": ["C", "C", "C", "C", "C", "N", "O", "F", "H", "H", "H", "H", "H", "H"], "coordinates": [[-1.81471, -0.87598, -0.16632], [-0.60032, -0.55881, -0.86972], [-1.51102, -0.78460, 1.19216], [0.33923, -0.46368, 0.18665], [1.69941, -0.37240, 0.04118], [1.13819, 2.19796, -0.15464], [-0.25025, -0.50914, 1.39316], [-0.10054, 2.03920, -0.75174], [-2.87047, -1.14144, -0.44288], [-0.12649, -0.40674, -1.84553], [-2.00843, -0.94280, 2.15587], [2.24494, 0.00980, 0.95029], [2.15073, -0.56835, -0.81914], [1.70973, 2.37699, -0.86934]], "forces_ev_per_angstrom": [[-1.2541, 0.1021, 0.4828], [0.5741, -0.8268, 2.0666], [-1.7020, -0.5364, -0.4598], [0.3127, -0.3460, -2.0294], [-1.2618, 2.5278, 5.3807], [-3.1680, -1.0438, 4.5020], [1.8336, 0.2907, 0.4494], [0.5612, 0.3718, -0.1472], [1.4812, 0.5007, -0.2511], [-1.3556, -0.4114, 0.0296], [-0.4563, 0.0385, -0.9436], [-0.2503, -0.9370, -1.2119], [1.8617, -0.6103, -3.5028], [2.8236, 0.8800, -4.3653]], "total_charge": 0, "orbital_gap_ev": [6.9004, 8.7735], "homo_energy_ev": [-7.20, -9.13], "molar_mass_g_mol": 115.1, "total_energy_ha": -423.74675}

---

Record 3
{"formula": "C17H34Cl10CuN2O5", "method": "ωB97M-V with the def2-TZVPD basis set", "symbols": ["Cu", "C", "O", "O", "O", "C", "O", "N", "C", "C", "H", "H", "H", "H", "H", "H", "H", "C", "O", "N", "C", "C", "H", "H", "H", "H", "H", "H", "H", "Cl", "C", "C", "Cl", "H", "H", "H", "H", "Cl", "C", "C", "Cl", "H", "H", "H", "H", "Cl", "C", "C", "Cl", "H", "H", "H", "H", "Cl", "C", "C", "Cl", "H", "H", "H", "H", "Cl", "C", "C", "Cl", "H", "H", "H", "H"], "coordinates": [[-25.90728, 24.80645, -9.89775], [-26.90250, 24.59541, -7.29225], [-27.54788, 24.75851, -6.20889], [-25.92086, 25.37471, -7.58787], [-27.26628, 23.75213, -8.19763], [-30.56315, 20.97037, -11.52672], [-30.39122, 19.77185, -11.57736], [-29.60219, 21.85575, -11.13583], [-29.78531, 23.28047, -10.95482], [-28.27068, 21.49102, -10.79616], [-31.48673, 21.51557, -11.77383], [-29.37332, 23.64673, -10.01216], [-30.81911, 23.61933, -10.95661], [-29.21128, 23.86828, -11.67787], [-28.01349, 20.45987, -11.04139], [-27.51834, 22.05002, -11.36281], [-28.03183, 21.59723, -9.73544], [-24.11303, 24.18664, -4.68061], [-24.13179, 24.31949, -3.46596], [-23.41771, 23.24382, -5.35503], [-23.57189, 23.03852, -6.77357], [-22.61101, 22.26576, -4.64165], [-24.68317, 24.87548, -5.32474], [-22.77223, 22.40103, -7.14888], [-23.62732, 23.89188, -7.44720], [-24.53404, 22.56666, -6.99875], [-21.59386, 22.33240, -5.03204], [-22.62462, 22.31063, -3.55786], [-23.07060, 21.32266, -4.94452], [-25.65209, 20.23512, -5.06818], [-26.87247, 21.49959, -5.35541], [-27.31381, 22.11576, -4.04944], [-28.24637, 21.06763, -2.94829], [-27.69981, 21.04542, -5.89825], [-26.47025, 22.29889, -5.97712], [-27.92372, 22.98878, -4.28658], [-26.44512, 22.51743, -3.52750], [-31.86476, 20.89442, -6.83428], [-30.81319, 22.26132, -7.30476], [-29.86764, 22.57196, -6.18418], [-30.69221, 23.23191, -4.75895], [-31.43437, 23.08040, -7.65711], [-30.18719, 21.86622, -8.10665], [-29.25338, 23.38855, -6.57166], [-29.17711, 21.77014, -5.94314], [-30.87023, 25.91914, -9.18795], [-29.30864, 25.81386, -8.35382], [-29.34767, 26.14115, -6.88821], [-29.40848, 27.91075, -6.60277], [-28.70565, 26.54607, -8.88417], [-29.03470, 24.76154, -8.43128], [-28.41388, 25.76149, -6.46713], [-30.13206, 25.59247, -6.36953], [-27.79866, 26.37001, -2.13315], [-27.57028, 25.03244, -3.29199], [-26.24336, 24.31542, -3.12307], [-26.05232, 23.68967, -1.47655], [-27.75852, 25.39661, -4.30362], [-28.48387, 24.44568, -3.19930], [-25.41807, 25.02077, -3.21968], [-26.01613, 23.50591, -3.81221], [-25.51921, 27.84440, -4.11844], [-25.62826, 27.04647, -5.69936], [-24.41254, 27.39444, -6.55001], [-24.53428, 29.07065, -7.16005], [-26.57907, 27.27642, -6.17257], [-25.61464, 25.99655, -5.40952], [-24.32511, 26.72739, -7.40661], [-23.49055, 27.27591, -5.98465]], "forces_ev_per_angstrom": [[-0.8343, -0.2900, 2.5553], [0.2392, 0.1137, -0.7315], [2.8144, -3.0691, 0.3952], [0.6207, -0.1037, -1.5219], [0.2430, -0.7178, -0.8734], [0.8599, 0.5611, 0.4761], [-0.3432, 0.0272, -0.2641], [-0.0215, 0.7303, 0.1765], [-0.2692, 0.6828, 0.0434], [1.4875, -1.4386, 0.0985], [-0.2448, -0.2887, -0.0459], [-0.0661, -0.6268, 0.2300], [-0.0863, -0.3059, -0.2590], [-0.1645, -0.1598, -0.4578], [-0.6091, -0.1398, -0.0688], [-0.2406, 0.4711, -0.0135], [-0.2199, 0.3493, 0.0604], [1.1647, 0.0627, -0.1270], [5.4600, -0.9964, -1.3569], [-0.1012, 1.1252, 0.8094], [-0.7553, -0.5753, -0.9065], [-0.3007, -0.6661, -0.9741], [0.2875, -0.6727, -0.1376], [-0.0146, -0.0649, 0.1702], [0.3794, 0.7390, 0.6904], [0.1141, -0.4775, 0.1092], [0.1007, -0.1654, 0.2105], [-0.2427, 0.5812, -0.0935], [0.5114, -0.3860, 0.2680], [0.2256, -0.1259, -0.1935], [-0.4938, -0.0802, 0.3756], [-0.4754, -0.9515, -0.4467], [0.0484, -0.1618, -0.3410], [0.4286, -0.2081, 0.0668], [0.1789, -0.1127, -0.0510], [-0.1182, -0.3938, -0.0208], [-1.3503, -2.8875, 0.2495], [-0.4271, -0.1706, -0.1299], [0.4055, -1.1303, 0.1190], [0.0660, 1.4532, -0.8210], [-0.0155, -0.1586, 0.2201], [0.0976, 0.0972, 0.2175], [-0.1576, 0.2155, -0.2417], [0.2421, -0.0690, 0.2837], [-0.8146, -0.0734, 0.2179], [-1.1864, 0.2501, -0.3551], [-0.3108, 0.1337, 0.6388], [-1.2139, 1.1063, -0.7482], [-0.4252, 0.0750, 0.0559], [0.5286, -0.4390, -0.0033], [0.4071, 0.4547, -0.2588], [-0.7866, 1.2263, -0.0419], [-0.3720, 0.4307, 0.0300], [0.0404, 0.0370, 0.1196], [-1.3394, -0.5071, -0.4241], [-2.0521, 3.3626, 0.7739], [-0.0883, -0.4707, 0.3252], [0.9593, 0.4049, 0.2370], [0.1694, -0.4549, 0.7061], [-1.9924, 0.6051, 0.5241], [0.0377, 2.6461, 0.1008], [0.0407, 0.7233, 0.3446], [0.6021, -0.2262, 0.1424], [-0.1735, -0.4439, 0.0796], [0.1930, 0.0378, -0.0403], [0.1731, 0.1242, 0.0792], [-0.4556, 0.7340, -0.5690], [-0.3372, 0.2709, 0.0879], [-0.0269, 0.3777, 0.2297]], "total_charge": -1, "orbital_gap_ev": 6.1232, "homo_energy_ev": -6.30, "molar_mass_g_mol": 764.5, "total_energy_ha": -7396.17835}

---

Record 4
{"formula": "C3H3NO", "method": "ωB97M-V with the def2-TZVPD basis set", "symbols": ["C", "C", "C", "N", "O", "H", "H", "H"], "coordinates": [[1.34876, 0.64521, -1.40651], [0.38421, 0.30450, 0.52292], [-0.94919, -0.41224, 0.79416], [1.32962, 0.09563, -0.34670], [1.37739, 1.39714, -2.28891], [-1.67538, 0.23221, 1.42635], [-0.45621, -1.20272, 1.33627], [-1.35922, -1.05973, -0.03758]], "forces_ev_per_angstrom": [[0.1875, 1.0798, -1.9438], [-2.4760, 1.2330, 3.6801], [1.1489, 0.4993, -1.7919], [-0.4325, -2.1844, 0.3858], [0.3487, 0.1838, -0.8232], [1.4304, -1.3854, -1.2518], [0.0271, -0.5086, 1.3214], [-0.2340, 1.0825, 0.4234]], "total_charge": 0, "orbital_gap_ev": 7.9270, "homo_energy_ev": -7.64, "molar_mass_g_mol": 69.1, "total_energy_ha": -245.95793}

---

Record 5
{"formula": "F2HOPS", "method": "ωB97M-V with the def2-TZVPD basis set", "symbols": ["O", "P", "F", "F", "S", "H"], "coordinates": [[0.31972, 0.56559, -0.35777], [1.35498, 1.20587, 1.14727], [2.45127, 0.08460, 1.09360], [0.39849, 0.48376, 2.20216], [1.87236, 3.02513, 1.25959], [-0.42334, 0.23721, 0.04874]], "forces_ev_per_angstrom": [[5.6182, 3.2495, 1.9071], [-2.7710, -2.8104, -3.2097], [-0.3940, 0.9850, 0.0823], [0.8995, 1.1275, -0.4296], [-0.3791, -1.2152, 0.0639], [-2.9736, -1.3364, 1.5859]], "total_charge": 0, "orbital_gap_ev": 10.9120, "homo_energy_ev": -10.84, "smiles": "OP(F)(F)=S", "molar_mass_g_mol": 118.0, "total_energy_ha": -1015.19237}

---

Record 6
{"formula": "CH2N2P2", "method": "ωB97M-V with the def2-TZVPD basis set", "symbols": ["C", "N", "N", "P", "P", "H", "H"], "coordinates": [[0.48396, 0.25387, 0.87478], [-1.84562, -0.79792, 0.06888], [-0.96701, -0.09034, -1.52633], [-0.94552, -0.70161, 1.36564], [0.30489, 0.43447, -0.82662], [1.37690, 0.29705, 1.46864], [1.59239, 0.60448, -1.42498]], "forces_ev_per_angstrom": [[-1.2007, -1.1117, -1.1778], [1.1046, 1.0902, -3.0332], [-1.7219, -1.1629, 1.8252], [1.0192, 1.0300, 0.0750], [1.4458, -0.5007, 2.5837], [0.2673, 0.3798, -0.0082], [-0.9145, 0.2753, -0.2648]], "total_charge": 0, "orbital_gap_ev": 8.3573, "homo_energy_ev": -9.51, "molar_mass_g_mol": 104.0, "total_energy_ha": -831.34483}